No. 1
Below is 2 unconnected molecules or ions with the total composition CH3N4 in a non-equilibrium geometry, with properties calculated with ωB97M-V with the def2-TZVPD basis set.

XYZ file:
```
8
Properties=species:S:1:pos:R:3:forces:R:3
C 0.363666 0.198576 0.487277 -5.4588 -0.1839 0.7362
N 1.539033 0.952408 0.725387 -1.8543 0.1574 0.4391
N 1.847063 0.053761 -0.087355 4.4158 0.0016 -2.9845
N 0.948746 -0.979087 0.183750 -1.8365 -1.5967 0.4899
N -1.749439 0.279181 0.087051 3.9688 0.4889 1.0718
H 0.520580 -1.626678 -0.541916 0.9890 1.0086 0.5939
H -1.769034 -0.186197 -0.835424 0.2044 0.5289 0.0077
H -1.700618 1.308035 -0.018772 -0.4283 -0.4047 -0.3541
```
Positions in Å, forces in eV/Å.

Results
* ΔE to the lowest compared entry with this formula, charge and spin: 210.4 kcal/mol
* Kohn-Sham gap (spin up / spin down): 9.16 / 9.17 eV
* charge: +1

---

No. 2
Below is a gas-phase ion, CH3N4 (charge +1) in a non-equilibrium geometry, with properties calculated with ωB97M-V with the def2-TZVPD basis set.

XYZ file:
```
8
Properties=species:S:1:pos:R:3:forces:R:3
H 3.360299 0.560554 0.184087 -2.4291 -0.7593 -0.7326
N 2.496526 -0.039714 -0.160769 3.8290 -0.5657 -0.0715
N 1.415858 0.290121 0.166110 1.3342 2.1403 0.8911
N 0.275873 0.031473 0.205641 -2.0172 -0.9846 0.0305
C -0.919691 0.401915 0.238957 0.1644 1.1118 0.4788
N -1.970813 -0.234896 -0.084672 3.4746 -2.8220 -0.7773
H -2.819183 0.167643 -0.091221 -3.6688 1.6573 0.2548
H -1.838872 -1.177095 -0.458135 -0.6871 0.2222 -0.0737
```
Positions in Å, forces in eV/Å.

Results
* ΔE to the lowest compared entry with this formula, charge and spin: 114.7 kcal/mol
* SMILES: [H]/N=N/N=C=[NH2+]
* Kohn-Sham gap (spin up / spin down): 8.36 / 8.36 eV
* charge: +1

---

No. 3
Below is a gas-phase ion, CH3N4O (charge +1) in a non-equilibrium geometry, with properties calculated with ωB97M-V with the def2-TZVPD basis set.

XYZ file:
```
9
Properties=species:S:1:pos:R:3:forces:R:3
N 1.171189 -0.897593 0.979115 2.4578 -1.7210 -2.2032
N -0.102169 -0.597591 0.142084 0.8075 1.7097 -1.0889
N 0.002348 0.615468 -0.195515 2.3204 -2.1604 1.7497
N -0.848892 1.221769 -0.901935 0.0728 0.3879 0.1026
C -1.864968 1.172848 -1.562879 -1.6934 0.5583 -0.9581
O -2.761108 1.472850 -2.212281 0.1133 -0.5934 0.0887
H 0.826779 -0.741607 1.855738 -1.3573 -0.3573 3.5031
H 2.064999 -0.308430 1.048384 -1.4327 -0.2041 -1.4379
H 1.511822 -1.937714 0.847288 -1.2883 2.3802 0.2439
```
Positions in Å, forces in eV/Å.

Results
* ΔE to the lowest compared entry with this formula, charge and spin: 46.2 kcal/mol
* SMILES: [NH3+]/N=N/N=C=O
* Kohn-Sham gap: 9.99 eV
* charge: +1

---

No. 4
Below is a gas-phase ion, CH3N4Si (charge -1) in a non-equilibrium geometry, with properties calculated with ωB97M-V with the def2-TZVPD basis set.

XYZ file:
```
9
Properties=species:S:1:pos:R:3:forces:R:3
C 0.394409 -0.097266 0.006345 0.1958 0.3089 0.0269
N 2.370785 0.700124 -0.005889 0.9198 0.5288 0.0235
N 1.114877 1.075609 0.005385 -1.1906 0.4868 -0.0301
N 1.056130 -1.201387 0.002562 2.8721 0.9315 -0.0300
N 2.606587 -0.510564 -0.007102 -2.8507 -2.1677 0.0056
Si -1.457372 -0.012955 0.003188 0.1212 0.0242 -0.0546
H -2.051918 -0.547932 -1.237444 -0.0286 -0.1339 -0.1528
H -1.976390 1.362519 0.117378 0.0321 0.1884 0.0395
H -2.057105 -0.768148 1.115573 -0.0713 -0.1669 0.1720
```
Positions in Å, forces in eV/Å.

Results
* ΔE to the lowest compared entry with this formula, charge and spin: 23.2 kcal/mol
* Kohn-Sham gap: 8.35 eV
* charge: -1

---

No. 5
Below is a single CH3N5 molecule in a non-equilibrium geometry, with properties calculated with ωB97M-V with the def2-TZVPD basis set.

XYZ file:
```
9
Properties=species:S:1:pos:R:3:forces:R:3
N -1.751818 -0.020916 0.195712 0.3866 0.7926 -0.3052
C -0.427088 -0.218887 0.130615 0.7662 0.5176 -0.2854
N 0.038565 0.938034 -0.449977 0.9645 0.4635 -0.2293
N 1.311975 0.899368 -0.481944 0.3770 -0.4717 0.1172
N 1.608103 -0.258854 0.032005 0.6563 -0.2178 0.0725
N 0.566243 -1.029089 0.439388 -0.2671 0.3260 -0.0792
H -2.417343 -0.776042 0.370621 0.1539 0.9752 -0.4922
H -1.478879 1.015942 -0.358913 -3.1587 -2.1345 1.1073
H 2.567002 -0.539716 0.108784 0.1213 -0.2509 0.0943
```
Positions in Å, forces in eV/Å.

Results
* ΔE to the lowest compared entry with this formula, charge and spin: 47.8 kcal/mol
* SMILES: Nc1nn[nH]n1
* Kohn-Sham gap: 10.02 eV
* charge: 0

---

No. 6
Below is a single CH3N5O molecule in a non-equilibrium geometry, with properties calculated with ωB97M-V with the def2-TZVPD basis set.

XYZ file:
```
10
Properties=species:S:1:pos:R:3:forces:R:3
O -2.175044 -0.200194 -0.167725 -2.0398 3.4244 2.0358
N -1.314327 1.000672 0.002255 -4.5413 0.2564 -1.0836
C -0.172611 0.613373 0.115030 3.1583 0.6237 1.0872
N 0.961461 1.500596 0.044046 1.2222 -3.9646 -0.6996
N 1.926432 0.579184 -0.171403 -0.4742 6.4071 0.8156
N 1.468396 -0.566909 -0.109569 7.7911 -5.4176 -0.8404
N 0.256386 -0.735508 0.258269 -3.1485 2.6260 2.6078
H -2.985661 0.336726 0.209900 1.7708 -2.3806 -1.3421
H 2.234646 -1.242918 0.187769 -1.6162 0.7449 -0.6780
H -0.199674 -1.285021 -0.368576 -2.1224 -2.3198 -1.9029
```
Positions in Å, forces in eV/Å.

Results
* ΔE to the lowest compared entry with this formula, charge and spin: 83.9 kcal/mol
* SMILES: O/N=c1/nn[nH][nH]1
* Kohn-Sham gap: 9.43 eV
* charge: 0

---

No. 7
Below is a single CH3N5O molecule in a non-equilibrium geometry, with properties calculated with ωB97M-V with the def2-TZVPD basis set.

XYZ file:
```
10
Properties=species:S:1:pos:R:3:forces:R:3
H -1.451615 -0.503408 1.725429 2.7181 -2.2695 -0.5456
N -0.521243 -1.161419 1.525663 -3.0471 3.2793 -2.4207
C -0.164003 -0.844747 0.306916 -0.3156 -2.6457 6.8596
N 1.130593 -1.378529 0.001595 -0.4468 -1.6952 1.7901
N 1.521782 -1.034438 -1.036275 -0.4265 1.9896 -2.2839
O 0.373719 -0.087348 -1.565692 0.5226 0.4286 -3.0776
N -0.590031 0.083051 -0.603804 2.0706 1.2637 0.6314
N -0.323584 1.397190 0.115176 4.4221 -2.3118 0.5336
H 0.881392 1.590269 0.007100 -4.8035 -0.4587 0.0381
H -0.857010 1.939379 -0.476108 -0.6938 2.4196 -1.5250
```
Positions in Å, forces in eV/Å.

Results
* ΔE to the lowest compared entry with this formula, charge and spin: 102.3 kcal/mol
* SMILES: [H]/N=c1/nnon1N
* Kohn-Sham gap: 9.81 eV
* charge: 0

---

No. 8
Below is 2 unconnected molecules or ions with the total composition CH3N5O in a non-equilibrium geometry, with properties calculated with ωB97M-V with the def2-TZVPD basis set.

XYZ file:
```
10
Properties=species:S:1:pos:R:3:forces:R:3
C 0.419974 0.723915 1.226896 0.5798 -0.0206 0.8851
N -1.713715 1.547733 0.198900 -0.7071 1.2648 2.8387
N -1.683010 2.086836 1.181094 -0.3037 1.1564 0.5323
N -1.281624 0.806842 -0.616803 -0.2070 -2.1326 -5.0426
N 0.589104 1.595840 2.045460 -0.2217 -4.0116 -3.6200
N 0.308389 -0.059371 0.201289 -0.2923 -0.3008 -1.4635
O 0.715878 2.275952 2.900785 0.6591 3.0430 3.4061
H -1.952534 0.148911 -1.044184 0.0666 0.0825 -0.2020
H 1.019897 -0.023381 -0.670893 -1.6422 0.0511 2.0761
H -0.388550 -0.894142 0.212431 2.0684 0.8678 0.5898
```
Positions in Å, forces in eV/Å.

Results
* ΔE to the lowest compared entry with this formula, charge and spin: 106.8 kcal/mol
* Kohn-Sham gap (spin up / spin down): 7.60 / 7.74 eV
* charge: +2

---

No. 9
Below is a gas-phase ion, CH3N5O (charge +2) in a non-equilibrium geometry, with properties calculated with ωB97M-V with the def2-TZVPD basis set.

XYZ file:
```
10
Properties=species:S:1:pos:R:3:forces:R:3
C -1.025254 0.555832 -0.105469 1.5130 0.3080 -0.5665
N -2.089134 -1.573085 0.145764 -0.4889 0.6671 0.2085
N -2.943733 -0.800981 0.142210 -3.0464 -0.1624 0.1936
N -0.964374 -1.722650 -0.109890 1.3589 -1.1132 -1.0275
N -2.306768 0.619815 0.035395 1.8370 -0.9082 0.6818
N 0.073211 1.156725 -0.035238 -0.2010 -1.0135 -3.6846
O -2.958795 1.548183 -0.150339 -1.9919 1.6305 -0.1367
H -0.440407 -2.590006 -0.028778 0.9840 -0.3921 0.4727
H 0.704389 1.297576 -0.884595 -0.6764 -0.7915 0.8539
H 0.369189 1.691802 0.706333 0.7116 1.7753 3.0049
```
Positions in Å, forces in eV/Å.

Results
* ΔE to the lowest compared entry with this formula, charge and spin: 128.5 kcal/mol
* Kohn-Sham gap: 7.26 eV
* charge: +2

---

No. 10
Below is a single CH3N5O2 molecule in a non-equilibrium geometry, with properties calculated with ωB97M-V with the def2-TZVPD basis set.

XYZ file:
```
11
Properties=species:S:1:pos:R:3:forces:R:3
N 1.795532 -0.268378 -0.001796 -0.4935 -0.9666 -2.5935
N 0.857763 -1.267193 0.259373 -3.1642 0.9221 -0.7652
C -0.365896 -0.799198 0.034363 4.4971 -1.3473 1.4168
N -1.577418 -1.473759 0.282449 -1.1682 3.6252 0.3086
N -2.470715 -0.586941 0.234505 1.5788 -0.9618 -0.9455
O -1.906680 0.716643 -0.273603 -0.3272 -1.3943 0.1865
N -0.493300 0.581873 -0.317976 -2.4842 -0.1653 -0.3368
O -0.024916 1.416493 0.682769 -0.8932 -1.4071 2.2082
H 1.213741 0.347166 -0.704823 2.7002 -0.8071 0.9682
H 2.566864 -0.812275 -0.487347 -0.9595 1.2172 0.7632
H 0.405021 2.145570 0.292081 0.7139 1.2852 -1.2105
```
Positions in Å, forces in eV/Å.

Results
* ΔE to the lowest compared entry with this formula, charge and spin: 69.9 kcal/mol
* SMILES: N/N=c1/nnon1O
* Kohn-Sham gap: 8.77 eV
* charge: 0

---

Number 8 is which compound?
CH3N5O